Record 1
Below is C10H13BrNOS as an isolated structure at a distorted geometry, with properties calculated with ωB97M-V/def2-TZVPD.

Values from the calculation:
Expectation value of S²: 2.009
HOMO level (spin up / spin down): -9.31 / -12.87 eV
Strongest force on any atom: 4.4 eV/A

Structure (ORCA input):
```
! wB97M-V def2-TZVPD RIJCOSX def2/J DEFGRID3
* xyz 1 3
H -0.10 2.05 1.10
S 1.84 2.11 -1.00
H -0.80 1.04 -2.28
H -0.87 2.45 -1.13
C -0.93 0.27 1.59
H -0.70 -0.82 1.47
H 2.79 -0.05 0.60
N 0.18 1.12 1.18
Br 4.01 -2.79 1.29
H 2.83 1.29 -0.65
C 0.46 -1.55 -1.53
H -0.35 -1.29 -2.25
C 2.63 -2.24 0.13
C 1.10 -0.54 -0.72
H 2.63 -4.06 -0.69
C -0.68 1.33 -1.19
H -2.37 1.85 0.91
O -1.71 0.54 -0.69
C 2.21 -0.94 0.09
C 2.04 -3.21 -0.64
H 1.12 1.04 1.61
H 0.61 -3.82 -2.05
H -3.04 0.19 0.76
C -2.12 0.79 0.68
C 0.64 0.90 -0.65
H -1.26 0.52 2.57
C 0.99 -2.87 -1.57
*
```

---

Record 2
Below is C5H15BF4N3PdSSe3Te as an isolated structure at a distorted geometry, with properties calculated with ωB97M-V/def2-TZVPD.

Values from the calculation:
Energy above the lowest of the compared OMol25 structures with the same formula, charge and spin: 42.8 kcal per mole
HOMO level (spin up / spin down): -4.06 / -4.07 eV
Strongest force on any atom: 1.6 eV/A

Structure (ORCA input):
```
! wB97M-V def2-TZVPD RIJCOSX def2/J DEFGRID3
* xyz -1 1
C -0.56 1.80 0.13
Pd -1.09 -3.38 -0.69
Se -0.91 -1.29 -2.05
H 2.06 2.27 1.68
C 2.28 2.57 -2.06
H -2.67 -2.90 1.27
F -1.28 -5.96 -0.85
H 0.88 3.48 3.52
F -3.03 -5.27 0.47
H 2.37 3.51 -1.51
H 1.94 1.26 -0.36
H -0.40 1.78 2.08
H 1.82 2.79 -3.03
F -3.34 -6.98 -1.04
Se 1.35 -1.00 1.68
Se -0.22 -3.28 -3.14
H 1.97 4.58 2.67
C 1.47 1.54 -1.31
C 1.07 3.97 2.56
H 0.22 4.63 2.36
B -2.69 -5.78 -0.81
S -2.09 1.11 0.16
H 1.41 0.61 -1.88
F -3.02 -4.81 -1.77
C 1.24 2.96 1.45
Te 1.19 -2.09 -0.48
H 3.29 2.19 -2.25
H 1.47 3.46 0.52
H -1.17 -3.24 1.88
H -1.46 -1.74 1.26
N 0.02 2.21 1.26
H -0.53 1.74 -1.82
N 0.09 1.98 -1.06
N -1.68 -2.73 1.16
*
```

---

Record 3
Below is C6H13NO3 as an isolated structure at a distorted geometry, with properties calculated with ωB97M-V/def2-TZVPD.

Values from the calculation:
Energy above the lowest of the compared OMol25 structures with the same formula, charge and spin: 95.5 kcal per mole
HOMO level: -7.78 eV
Strongest force on any atom: 3.1 eV/A

Structure (ORCA input):
```
! wB97M-V def2-TZVPD RIJCOSX def2/J DEFGRID3
* xyz 0 1
C 0.15 0.43 -1.76
H -0.13 1.17 0.35
N 3.35 0.93 0.63
H 4.25 0.53 0.89
H 3.21 1.92 0.74
H -2.43 0.57 1.69
H -0.09 -1.78 2.08
H 1.04 1.02 -1.94
C -2.03 -0.34 -0.23
H -0.68 0.97 -2.23
H 1.92 -1.62 -0.24
C 2.36 0.18 0.17
H -2.25 -0.24 -1.29
C -2.74 0.68 0.65
H -2.53 1.70 0.33
C -0.16 -0.99 0.37
H -3.82 0.53 0.61
H 0.24 -0.54 -2.24
O -0.22 -0.89 1.75
O 2.72 -1.09 0.05
C -0.09 0.29 -0.28
H -2.32 -1.36 0.03
O 0.23 -2.06 -0.14
*
```

---

Record 4
Below is an isolated molecule of C4H8ClNS at a distorted geometry, with properties calculated with ωB97M-V/def2-TZVPD.

Values from the calculation:
Energy above the lowest of the compared OMol25 structures with the same formula, charge and spin: 66.6 kcal per mole
HOMO level (spin up / spin down): -6.72 / -6.72 eV
Strongest force on any atom: 4.3 eV/A

Structure (ORCA input):
```
! wB97M-V def2-TZVPD RIJCOSX def2/J DEFGRID3
* xyz 0 1
H 1.71 0.44 -1.61
N -0.21 0.01 1.60
H 0.13 0.17 -2.71
C 0.40 0.39 0.37
H -2.02 0.04 2.64
Cl -1.99 1.98 1.44
C -1.37 0.48 2.01
C 0.96 -0.24 -1.95
H 1.53 -1.07 -2.48
H 1.44 0.49 0.61
C 0.20 -0.66 -0.74
S -1.51 -0.90 -1.10
H 0.26 -0.80 2.14
H -0.24 1.22 0.10
H 0.72 -1.56 -0.33
*
```